Model A:
Below is one molecule with the formula C4H6O, with properties calculated with the ωB97M-V functional and the def2-TZVPD basis.

Summary:
HOMO-LUMO gap, eV: 9.61
Lowest unoccupied orbital energy, eV: 1.050
E_HOMO, eV: -8.6

Each line ends with the Löwdin charge.
Positions of all 11 atoms, in Å:
C: 1.410 -0.140 0.100  -0.02
C: 0.623 0.958 0.825  -0.14
C: -0.077 -0.274 0.291  -0.36
C: -1.250 -0.423 -0.622  -0.03
O: -0.136 0.092 1.732  -0.01
H: 1.946 0.064 -0.810  0.10
H: 1.980 -0.782 0.851  0.12
H: 0.325 1.868 0.430  0.11
H: -1.928 -1.234 -0.332  0.08
H: -1.074 -0.591 -1.721  0.10
H: -1.818 0.462 -0.744  0.06

***

Model B:
Below is one molecule with the formula C4H6O, with properties calculated with the ωB97M-V functional and the def2-TZVPD basis.

Summary:
HOMO-LUMO gap, eV: 9.51
Lowest unoccupied orbital energy, eV: 0.942
E_HOMO, eV: -8.6

Each line ends with the Löwdin charge.
Positions of all 11 atoms, in Å:
O: 2.370 0.238 0.440  0.00
C: 1.368 -0.550 -0.040  -0.16
C: 0.093 -0.245 0.120  -0.26
C: -0.854 0.874 -0.047  -0.10
C: -1.281 -0.586 -0.218  -0.11
H: 1.735 -1.421 -0.577  0.12
H: 1.943 0.762 1.133  0.10
H: -1.288 1.476 0.748  0.09
H: -0.676 1.422 -0.973  0.11
H: -1.886 -0.969 0.605  0.10
H: -1.524 -1.002 -1.190  0.10

***

Model C:
Below is C4H6O as an isolated structure, with properties calculated with the ωB97M-V functional and the def2-TZVPD basis.

Summary:
HOMO-LUMO gap, eV: 8.16
Lowest unoccupied orbital energy, eV: 0.416
E_HOMO, eV: -7.7

Each line ends with the Löwdin charge.
Positions of all 11 atoms, in Å:
C: -0.165 0.242 -1.298  0.09
C: -0.747 0.343 0.054  -0.37
C: -0.077 -0.737 0.864  -0.14
C: 1.140 -0.089 0.219  -0.06
O: 0.365 1.284 0.218  -0.17
H: 0.121 -0.621 -1.852  0.06
H: -0.416 1.141 -1.899  0.11
H: -1.737 0.758 0.263  0.14
H: -0.202 -0.571 1.946  0.11
H: -0.315 -1.774 0.608  0.11
H: 2.034 0.024 0.878  0.10

***

Name the least stable of them. model C.

***

Model A:
Below is one molecule with the formula C2H4OS2, with properties calculated with the ωB97M-V functional and the def2-TZVPD basis.

Summary:
HOMO-LUMO gap, eV: 9.33
Lowest unoccupied orbital energy, eV: 0.248
E_HOMO, eV: -9.1

Each line ends with the Löwdin charge.
Positions of all 9 atoms, in Å:
C: -2.056 -0.911 0.267  -0.05
C: 0.294 -0.150 -0.127  -1.35
H: -2.574 -1.796 0.512  0.08
H: -2.744 -0.425 -0.535  0.12
H: -2.139 -0.311 0.991  -0.01
H: -1.602 1.355 -0.470  -0.03
O: -0.721 -1.013 -0.394  -0.22
S: -0.197 1.546 0.024  0.73
S: 1.784 -0.568 0.089  0.73

***

Model B:
Below is C2H4OS2 as an isolated structure, with properties calculated with the ωB97M-V functional and the def2-TZVPD basis.

Summary:
HOMO-LUMO gap (alpha / beta), eV: 5.23 / 5.27
Lowest unoccupied orbital energy (alpha / beta), eV: -3.206 / -3.198
E_HOMO (alpha / beta), eV: -8.4 / -8.5

Each line ends with the Löwdin charge.
Positions of all 9 atoms, in Å:
C: 2.213 0.570 -0.348  -1.07
C: -1.897 -0.187 0.329  -0.33
O: -1.088 0.075 -0.665  -0.24
S: 3.882 0.209 -0.278  0.57
S: 1.449 -0.926 -0.407  0.79
H: 1.701 1.474 -0.494  0.01
H: -1.609 0.420 1.217  0.08
H: -1.703 -1.366 0.489  0.12
H: -2.948 -0.268 0.155  0.07

***

Name the least stable of them. model B.

***

Model A:
Below is a 2-piece molecular cluster, C2H4OS2 overall, with properties calculated with the ωB97M-V functional and the def2-TZVPD basis.

Summary:
HOMO-LUMO gap (alpha / beta), eV: 7.95 / 7.62
Lowest unoccupied orbital energy (alpha / beta), eV: -1.644 / -2.200
E_HOMO (alpha / beta), eV: -9.6 / -9.8

Each line ends with the Löwdin charge.
Positions of all 9 atoms, in Å:
C: -1.297 -0.641 -0.326  -0.05
C: -0.335 0.196 -0.589  -0.38
O: 1.850 1.546 -0.075  -0.51
S: 2.302 -1.259 0.100  0.29
S: 1.216 0.298 0.346  0.25
H: -2.308 -0.510 -0.644  0.07
H: -0.928 -1.563 0.150  0.07
H: -0.747 1.091 -1.084  0.10
H: 0.247 0.842 2.122  0.16

***

Model B:
Below is one molecule with the formula C2H4OS2, with properties calculated with the ωB97M-V functional and the def2-TZVPD basis.

Summary:
HOMO-LUMO gap, eV: 8.65
Lowest unoccupied orbital energy, eV: -0.034
E_HOMO, eV: -8.7

Each line ends with the Löwdin charge.
Positions of all 9 atoms, in Å:
C: -0.116 -0.788 0.002  -0.54
C: 1.005 0.338 -0.159  -0.89
H: -1.974 0.103 0.924  -0.11
H: -0.272 -1.033 1.092  0.10
H: 0.012 -1.638 -0.651  0.06
H: -0.243 1.592 -0.557  0.03
O: 0.591 1.573 -0.046  -0.05
S: -1.649 0.010 -0.357  0.78
S: 2.647 -0.158 -0.249  0.61

***

Model C:
Below is one molecule with the formula C2H4OS2, with properties calculated with the ωB97M-V functional and the def2-TZVPD basis.

Summary:
HOMO-LUMO gap, eV: 9.01
Lowest unoccupied orbital energy, eV: 0.159
E_HOMO, eV: -8.9

Each line ends with the Löwdin charge.
Positions of all 9 atoms, in Å:
C: -0.160 0.304 0.595  -0.59
C: -0.834 -0.460 -0.540  -0.90
H: 2.090 0.329 0.799  -0.10
H: 0.094 -0.470 1.342  0.09
H: -0.903 0.880 1.093  0.05
H: 0.786 -0.058 -1.515  0.06
O: -0.065 -0.606 -1.657  -0.06
S: 1.301 1.285 0.242  0.76
S: -2.308 -1.204 -0.359  0.67

***

Model D:
Below is a 2-piece molecular cluster, C2H4OS2 overall, with properties calculated with the ωB97M-V functional and the def2-TZVPD basis.

Summary:
HOMO-LUMO gap (alpha / beta), eV: 6.00 / 6.00
Lowest unoccupied orbital energy (alpha / beta), eV: -1.965 / -1.970
E_HOMO (alpha / beta), eV: -8.0 / -8.0

Each line ends with the Löwdin charge.
Positions of all 9 atoms, in Å:
C: -0.065 -2.022 -0.104  -0.46
C: -1.269 0.617 0.049  -0.29
O: 2.041 0.539 0.002  -0.72
S: 3.481 0.909 0.043  0.75
S: -1.474 -1.302 -0.033  0.80
H: 0.928 -1.503 -0.249  -0.05
H: -0.377 0.916 0.456  -0.02
H: -2.066 0.889 0.719  0.02
H: -1.199 0.956 -0.883  -0.02

***

Name the least stable of them. model D.

***

Model A:
Below is C2H4OS2 as an isolated structure, with properties calculated with the ωB97M-V functional and the def2-TZVPD basis.

Summary:
HOMO-LUMO gap, eV: 8.24
Lowest unoccupied orbital energy, eV: -0.816
E_HOMO, eV: -9.1

Each line ends with the Löwdin charge.
Positions of all 9 atoms, in Å:
C: 0.356 -0.419 0.131  -0.69
C: -0.624 0.527 -0.219  -0.94
H: 2.367 1.194 0.917  0.10
H: 0.234 -1.646 -0.293  0.15
H: 0.824 -0.312 1.418  0.18
H: -2.532 -1.336 -0.796  0.00
O: -0.127 1.691 -0.288  -0.12
S: 1.916 0.112 -0.543  0.61
S: -2.414 0.190 -0.327  0.71

***

Model B:
Below is a 2-piece molecular cluster, C2H4OS2 overall, with properties calculated with the ωB97M-V functional and the def2-TZVPD basis.

Summary:
HOMO-LUMO gap, eV: 8.40
Lowest unoccupied orbital energy, eV: 0.020
E_HOMO, eV: -8.4

Each line ends with the Löwdin charge.
Positions of all 9 atoms, in Å:
C: -0.476 0.077 -0.740  -1.09
C: 0.942 -0.167 0.995  0.04
O: -1.571 -0.543 -0.282  -0.10
S: 0.150 -0.323 -2.388  0.50
S: -0.341 1.580 -1.734  0.48
H: 1.209 0.817 1.528  0.04
H: 1.871 -0.650 0.718  0.00
H: 0.195 -0.791 1.467  -0.01
H: -1.979 0.001 0.435  0.13

***

Model C:
Below is a 2-piece molecular cluster, C2H4OS2 overall, with properties calculated with the ωB97M-V functional and the def2-TZVPD basis.

Summary:
HOMO-LUMO gap, eV: 9.43
Lowest unoccupied orbital energy, eV: 0.551
E_HOMO, eV: -8.9

Each line ends with the Löwdin charge.
Positions of all 9 atoms, in Å:
C: -0.475 -0.086 2.573  -0.02
C: -0.845 0.403 -0.698  -0.58
O: 0.563 0.110 2.986  -0.01
S: 2.037 -0.313 -1.318  0.27
S: 0.767 0.729 -0.106  0.30
H: 1.715 -1.615 -0.753  -0.12
H: -1.165 -0.704 -0.706  0.06
H: -0.945 0.558 -1.841  0.06
H: -1.653 0.916 -0.137  0.04

***

Name the least stable of them. model A.

***

Model A:
Below is a 2-piece molecular cluster, C4H8NS overall, with properties calculated with the ωB97M-V functional and the def2-TZVPD basis.

Summary:
HOMO-LUMO gap, eV: 8.01
Net charge: +1
Lowest unoccupied orbital energy, eV: -5.224
E_HOMO, eV: -13.2

Each line ends with the Löwdin charge.
Positions of all 14 atoms, in Å:
C: -0.758 0.201 -0.861  -0.12
C: -2.096 -0.293 -0.873  -0.31
C: -0.522 -0.934 1.126  -0.49
C: 1.881 0.633 0.276  0.35
N: -0.049 -0.135 0.120  -0.04
S: -2.339 -0.984 0.910  0.94
H: -0.480 0.694 -1.791  0.16
H: -2.217 -0.934 -1.694  0.09
H: -2.951 0.327 -0.867  0.08
H: 0.039 -1.979 1.159  0.16
H: -0.237 -0.453 1.988  0.06
H: 1.570 1.524 0.665  0.05
H: 2.244 -0.027 0.942  0.04
H: 2.255 0.576 -0.635  0.03

***

Model B:
Below is an isolated ion of composition C4H8NS and charge +1, with properties calculated with the ωB97M-V functional and the def2-TZVPD basis.

Summary:
HOMO-LUMO gap, eV: 8.74
Net charge: +1
Lowest unoccupied orbital energy, eV: -5.253
E_HOMO, eV: -14.0

Each line ends with the Löwdin charge.
Positions of all 14 atoms, in Å:
C: 1.711 -1.361 0.023  0.10
C: 0.410 -1.121 -0.030  -0.08
C: -1.736 0.625 -0.377  -0.35
C: 0.507 1.284 0.292  -0.06
N: -0.201 0.254 -0.450  -0.23
S: -2.865 -0.463 0.184  0.90
H: 2.009 -2.346 0.180  0.08
H: 2.367 -0.590 -0.184  0.06
H: -0.365 -1.840 0.139  0.09
H: 0.309 1.315 1.378  0.13
H: 1.547 1.119 0.211  0.07
H: 0.188 2.218 -0.307  0.14
H: -0.057 0.439 -1.502  0.21
H: -3.826 0.466 0.442  -0.06

***

Name the least stable of them. model B.